A molecular structure, C32H84Br2F3IN24O20SSi2 at a distorted geometry. Source: the OMol25 dataset; level of theory: wB97M-V/def2-TZVPD.

XYZ file:
```
169
Properties=species:S:1:pos:R:3:forces:R:3:mulliken_charge:R:1
C -3.94360 -0.58539 -0.58903 0.205 0.022 -0.280 -1.118
C -4.00139 -1.97754 -1.18056 -0.289 0.777 1.303 -0.211
O -2.94632 -2.76354 -0.62642 0.000 -0.177 -0.037 -0.447
C -2.27787 -3.34766 -1.68996 0.389 0.114 -0.115 -1.236
C -1.31768 -2.33001 -2.35017 0.433 -0.138 -0.183 0.122
Si 0.45228 -2.79983 -2.12422 -0.508 -1.702 0.968 -0.092
C 0.63415 -4.58170 -2.66966 -0.244 0.824 -0.347 -1.595
C -0.03139 -4.90031 -4.01384 0.867 -0.953 0.058 -0.203
C 0.98915 -5.34860 -5.07227 -0.476 0.619 0.298 -1.059
I -1.44705 -6.52039 -3.71533 -0.220 0.174 -0.097 0.047
O 1.08929 -2.74729 -0.60221 -0.091 1.170 -0.720 -0.617
Si 1.51170 -1.29412 0.13031 0.872 0.523 0.993 -0.504
C 3.19714 -0.72350 -0.41597 0.072 -0.790 0.210 -1.090
C 4.28589 -1.81754 -0.28252 -0.306 0.627 -0.416 -0.528
C 5.22664 -1.64696 0.90664 0.125 -0.171 0.023 -1.430
C 5.21795 -2.79468 1.84986 0.175 -0.180 0.074 0.653
O 4.79544 -2.73644 2.96408 -0.269 -0.046 0.881 -0.463
O 5.76986 -3.96567 1.40821 0.073 -0.070 -0.265 -0.444
C 4.84329 -4.82370 0.72936 -0.114 0.103 -0.137 0.206
C 5.03581 -6.25163 1.11591 0.288 0.549 0.204 -1.359
C 0.30590 0.13340 -0.15378 0.061 -0.313 0.141 -0.750
O 0.75440 1.26093 0.63690 0.170 -0.410 -0.410 0.442
C 0.55436 2.46888 0.06856 -0.392 0.810 0.147 0.409
C 1.28980 2.89735 -1.16101 -0.071 -0.355 -0.011 -0.943
O -0.19163 3.24181 0.61502 -0.008 0.095 0.423 -0.559
C 1.66931 -1.67092 1.99474 -1.215 0.646 -0.434 -0.602
Br 2.50614 -0.18060 2.92269 0.464 -0.050 0.091 -0.151
C 0.37712 -2.03205 2.72553 0.270 -0.185 0.069 -0.344
C -0.40797 -3.14622 2.07510 0.125 0.449 0.057 -1.313
Br -0.79814 -0.51878 3.09823 -0.164 -0.013 -0.070 -0.146
S 1.57661 -1.61291 -3.62799 -0.241 0.813 -0.442 0.279
O 1.46678 -0.19151 -3.45208 0.455 0.790 0.827 -0.192
O 1.06623 -2.07994 -4.87962 -0.453 -1.108 -0.881 -0.651
C 3.39994 -2.08884 -3.69915 -0.536 0.011 -0.650 0.634
F 3.64087 -3.01018 -2.77496 0.148 -0.273 0.436 -0.199
F 4.17831 -1.04282 -3.55658 0.323 0.268 0.327 -0.200
F 3.62924 -2.63196 -4.88263 0.154 -0.109 -0.276 -0.245
H -3.52707 0.11418 -1.28664 0.123 0.446 -0.459 0.202
H -4.91899 -0.24492 -0.29177 -0.415 0.267 0.144 0.443
H -3.29160 -0.58818 0.26221 0.186 -0.093 0.733 0.224
H -4.92830 -2.40912 -0.84292 -0.501 -0.565 -0.184 0.521
H -3.93903 -1.93538 -2.25756 -0.166 -0.040 -0.085 0.247
H -1.78775 -4.25197 -1.37105 0.243 -0.365 0.361 0.569
H -3.01542 -3.62775 -2.42591 -0.065 -0.479 -0.472 0.368
H -1.60352 -1.33145 -2.06603 -0.043 0.435 0.156 0.522
H -1.48187 -2.37992 -3.41563 0.008 0.211 -0.593 0.696
H 1.68113 -4.83753 -2.66167 0.432 -0.268 -0.121 0.637
H 0.18047 -5.17222 -1.89619 -0.137 -0.127 0.676 0.936
H -0.59137 -4.08189 -4.41141 -0.539 0.323 -0.050 0.382
H 1.98023 -5.19307 -4.69645 0.657 -0.078 0.195 0.251
H 0.85299 -6.37663 -5.33103 0.123 -0.532 -0.309 0.434
H 0.90043 -4.71368 -5.93468 -0.111 0.084 -0.584 0.253
H 3.19075 -0.30537 -1.40985 -0.055 0.180 -0.397 0.750
H 3.46294 0.09142 0.23234 -0.003 0.625 0.228 1.166
H 4.87991 -1.77854 -1.17385 0.364 -0.082 -0.414 0.510
H 3.80805 -2.78006 -0.30323 -0.059 -0.516 0.131 0.070
H 6.24127 -1.53405 0.56733 0.526 -0.023 -0.290 0.691
H 4.99343 -0.76606 1.46479 -0.274 0.508 0.408 0.301
H 3.83145 -4.51700 0.94411 -0.483 0.162 0.290 0.216
H 4.97092 -4.70809 -0.33595 0.200 0.086 -0.498 0.296
H 6.05680 -6.51837 0.91055 0.415 -0.440 -0.167 0.392
H 4.84401 -6.38623 2.16573 -0.164 -0.162 0.439 0.159
H 4.34385 -6.82976 0.53611 -0.237 -0.606 -0.276 0.405
H 0.19222 0.42961 -1.18689 0.180 -0.064 -0.496 0.795
H -0.67599 -0.15181 0.19027 -0.554 0.013 0.237 0.249
H 0.90535 3.85987 -1.42249 -0.310 0.521 -0.282 0.431
H 1.16880 2.22020 -1.98960 -0.042 -0.380 -0.311 0.214
H 2.34942 2.99966 -1.00169 0.554 -0.240 0.327 0.218
H 2.30811 -2.52312 2.14339 0.530 -0.363 0.039 0.533
H 0.66300 -2.36685 3.70254 0.152 0.018 0.667 0.800
H -0.97957 -3.61777 2.84879 -0.538 -0.286 0.095 0.525
H 0.25380 -3.87364 1.63802 0.396 -0.362 -0.247 0.154
H -1.06615 -2.75168 1.31750 -0.327 -0.047 -0.385 0.299
C -4.46692 0.22402 -4.47103 -0.050 -0.781 0.005 0.433
O -3.77455 -0.36248 -3.63676 -0.022 0.356 -0.483 -0.496
N -4.48989 1.57385 -4.57400 0.117 0.558 0.022 -0.375
N -5.25797 -0.45007 -5.35088 0.256 0.362 0.453 -0.274
H -5.04889 2.06745 -5.24177 -0.078 -0.050 -0.067 0.154
H -3.92581 2.11343 -3.94476 -0.008 -0.074 0.098 0.201
H -5.25922 -1.44821 -5.30005 -0.054 -0.086 -0.087 0.127
H -5.83028 -0.01119 -6.04535 0.005 -0.108 -0.161 0.158
C -2.65602 6.37132 0.11063 0.119 0.113 -0.162 0.649
O -2.43807 5.96800 -1.01890 -0.041 -0.076 -0.081 -0.657
N -2.02454 5.85553 1.20188 0.089 -0.245 0.155 -0.263
N -3.55113 7.37712 0.36063 -0.098 -0.084 -0.110 -0.465
H -2.18107 6.18953 2.13242 0.043 0.099 0.023 0.145
H -1.36219 5.10992 1.05405 -0.024 0.079 -0.073 0.253
H -4.03584 7.78845 -0.42528 -0.067 0.085 0.081 0.257
H -3.74235 7.73033 1.27896 0.098 0.082 0.027 0.163
C 7.58195 -1.65407 6.17542 -0.042 0.056 -0.066 0.553
O 8.50517 -2.08146 6.84755 0.001 -0.041 -0.035 -0.694
N 7.11924 -0.38089 6.26808 0.538 -0.026 -0.391 -0.249
N 6.91778 -2.45039 5.26373 -0.156 0.101 0.106 -0.287
H 6.35337 -0.02484 5.73155 -0.204 -0.085 0.156 0.161
H 7.56485 0.21737 6.93479 -0.082 0.009 0.152 0.193
H 7.23271 -3.39679 5.17170 0.077 -0.022 -0.025 0.114
H 6.15455 -2.13287 4.69094 0.049 0.004 -0.082 0.179
C 4.17398 -1.63344 8.07478 0.032 -0.059 -0.056 0.596
O 4.67665 -0.54528 7.83657 -0.303 0.012 0.136 -0.626
N 3.21862 -1.80312 9.04597 0.079 0.041 -0.056 -0.390
N 4.52522 -2.75851 7.39193 -0.100 -0.049 0.091 -0.164
H 2.79520 -2.68580 9.25516 0.021 -0.051 -0.036 0.158
H 2.94149 -0.99168 9.56243 -0.001 0.061 0.010 0.230
H 5.22628 -2.65913 6.67976 0.087 -0.067 0.000 0.109
H 4.13482 -3.66897 7.55828 -0.117 0.029 -0.044 0.140
C -6.94241 7.63507 -0.42604 0.022 -0.074 0.035 0.690
O -6.13301 8.42043 -0.91942 -0.085 -0.037 0.067 -0.710
N -8.28101 7.76666 -0.59155 0.178 0.093 -0.412 -0.328
N -6.51918 6.57588 0.33205 -0.052 0.145 -0.040 -0.334
H -8.94765 7.13678 -0.19086 0.019 -0.036 0.054 0.141
H -8.61267 8.54955 -1.14746 -0.011 -0.138 0.443 0.224
H -5.52401 6.49545 0.44355 0.055 -0.174 0.045 0.234
H -7.13172 5.90784 0.75646 -0.069 0.005 -0.039 0.139
C 4.03153 -6.62607 5.89688 0.183 -0.002 -0.153 0.612
O 3.14435 -5.87479 6.26468 0.039 0.025 0.109 -0.636
N 4.93105 -6.26998 4.92350 -0.174 0.041 0.100 -0.279
N 4.19975 -7.87829 6.42211 -0.028 0.098 -0.049 -0.403
H 5.67099 -6.86446 4.60349 0.022 -0.032 0.044 0.174
H 4.82595 -5.35709 4.51675 0.004 0.056 -0.016 0.106
H 3.55734 -8.16584 7.13438 -0.041 -0.004 0.038 0.239
H 4.92210 -8.50852 6.13340 0.036 0.007 -0.022 0.153
C -6.04154 -2.25984 -8.63965 0.063 -0.146 -0.230 0.615
O -6.30344 -1.49788 -7.72410 -0.090 -0.007 -0.002 -0.608
N -4.96005 -3.09696 -8.60731 -0.141 0.092 0.031 -0.337
N -6.80818 -2.33421 -9.76994 0.074 0.023 0.132 -0.419
H -4.72559 -3.72917 -9.34733 -0.012 -0.013 -0.036 0.172
H -4.37634 -3.06180 -7.79415 0.048 0.016 0.028 0.190
H -7.60652 -1.73182 -9.82167 -0.043 0.033 0.008 0.217
H -6.61187 -2.95050 -10.53408 0.032 -0.027 -0.010 0.158
C -9.55938 11.24742 -1.65999 0.129 0.121 -0.059 0.668
O -9.62788 10.15810 -1.10788 -0.235 0.158 -0.169 -0.725
N -10.55274 11.71762 -2.47242 0.047 -0.054 0.083 -0.398
N -8.48250 12.06747 -1.50206 -0.087 -0.039 0.054 -0.374
H -10.51735 12.60525 -2.93409 0.033 0.032 0.001 0.159
H -11.35375 11.13109 -2.60344 -0.033 -0.040 0.003 0.220
H -7.73816 11.73696 -0.91616 0.048 -0.067 -0.023 0.231
H -8.39735 12.96272 -1.94192 -0.014 0.016 -0.039 0.164
C -2.77695 -3.33428 5.20863 0.008 0.152 0.108 0.728
O -2.54083 -3.92849 4.17004 -0.102 -0.092 0.148 -0.680
N -2.02681 -3.51187 6.34020 -0.078 -0.028 -0.099 -0.400
N -3.80559 -2.44090 5.31871 0.012 -0.141 0.023 -0.388
H -2.19922 -3.03019 7.20068 -0.007 0.061 0.001 0.153
H -1.26338 -4.15855 6.28790 0.042 -0.028 -0.016 0.209
H -4.36522 -2.28657 4.50252 0.016 0.024 -0.064 0.213
H -4.01545 -1.93687 6.15771 0.042 0.032 0.029 0.153
C 0.91959 4.03229 -5.30342 0.044 -0.031 0.036 0.568
O 1.44258 5.03593 -5.75811 -0.052 -0.077 0.041 -0.682
N -0.42968 3.93912 -5.08567 0.048 -0.054 -0.064 -0.286
N 1.63997 2.91772 -4.96653 -0.143 -0.018 0.076 -0.182
H -0.87849 3.12602 -4.70759 0.077 0.001 0.002 0.147
H -0.98619 4.73938 -5.31385 -0.013 0.091 0.035 0.190
H 2.63061 2.94922 -5.10741 0.055 0.007 -0.022 0.169
H 1.22844 2.07731 -4.60133 0.048 -0.039 -0.024 0.073
C 5.80432 3.12818 -1.66299 0.088 0.199 -0.042 0.477
O 4.94567 2.26367 -1.60692 -0.073 -0.108 0.045 -0.439
N 5.53165 4.40251 -2.07862 0.011 -0.155 0.055 -0.368
N 7.10745 2.89029 -1.31565 -0.123 0.009 -0.040 -0.385
H 6.21988 5.12765 -2.13332 0.033 0.010 0.005 0.152
H 4.58706 4.60791 -2.34364 -0.041 0.015 -0.034 0.211
H 7.33785 1.96623 -1.00727 0.002 -0.051 0.022 0.206
H 7.82753 3.58486 -1.35424 -0.001 0.042 -0.006 0.144
C 0.04002 3.63697 4.58288 -0.203 -0.081 -0.343 0.566
O -0.20486 4.09091 5.68700 0.019 0.051 0.106 -0.697
N 1.16076 2.90284 4.31338 0.071 0.130 -0.002 -0.195
N -0.79633 3.81755 3.50856 0.180 0.028 0.199 -0.241
H 1.36406 2.51861 3.40908 -0.119 -0.091 -0.016 0.104
H 1.79330 2.73040 5.07074 -0.011 -0.024 0.060 0.143
H -1.63075 4.34505 3.66932 -0.079 -0.048 0.107 0.133
H -0.62016 3.44093 2.59267 0.024 -0.106 -0.064 0.266
```
Forces are in eV/Å.

Values from the calculation:
* 2S+1: 1
* F_max: 2.02 eV/A
* gap between HOMO and LUMO: 9.1253 eV
* E_HOMO: -9.00 eV